{"formula": "C22H59N2O15", "method": "ωB97M-V/def2-TZVPD", "species": ["O", "O", "O", "O", "O", "O", "O", "O", "O", "O", "O", "O", "O", "O", "O", "N", "N", "C", "C", "C", "C", "C", "C", "C", "C", "C", "C", "C", "C", "C", "C", "C", "C", "C", "C", "C", "C", "C", "C", "H", "H", "H", "H", "H", "H", "H", "H", "H", "H", "H", "H", "H", "H", "H", "H", "H", "H", "H", "H", "H", "H", "H", "H", "H", "H", "H", "H", "H", "H", "H", "H", "H", "H", "H", "H", "H", "H", "H", "H", "H", "H", "H", "H", "H", "H", "H", "H", "H", "H", "H", "H", "H", "H", "H", "H", "H", "H", "H"], "xyz": [[-3.193, -5.159, 1.360], [-7.172, -3.096, -0.545], [-4.145, -2.132, 0.167], [4.717, 5.740, -3.315], [0.630, -4.318, -2.385], [-8.963, -0.680, -0.012], [2.749, -2.411, -5.153], [4.337, -1.454, 0.542], [3.291, -3.905, 2.789], [-2.652, 6.217, -1.943], [-2.936, -1.987, 2.185], [-3.839, -1.313, -2.690], [2.712, -0.518, 6.620], [7.204, -2.931, 0.050], [-2.986, 2.691, 0.908], [2.173, 3.619, 1.198], [0.451, 0.568, -1.222], [-0.547, -1.490, 3.041], [2.645, 0.192, 3.182], [0.330, -0.863, -1.500], [-5.493, 3.249, 1.068], [2.393, 3.769, -2.571], [-0.513, 1.250, -0.361], [1.502, -3.263, -1.734], [1.123, 2.786, -2.428], [-2.804, 1.298, 1.236], [-1.721, 0.554, 0.307], [-1.611, -2.565, 2.436], [2.150, -1.323, 2.825], [-3.116, -1.743, 0.781], [-4.219, 2.909, 0.162], [-1.906, -0.967, 0.069], [1.571, 1.406, -1.743], [3.089, 4.168, -1.172], [2.187, -4.399, -2.786], [0.735, -1.365, 2.066], [1.369, -1.665, -2.397], [-0.862, -1.672, -0.869], [2.066, 4.549, 0.015], [-3.547, -5.678, 0.627], [-3.556, 5.954, -2.155], [0.694, -0.416, 1.407], [-4.420, 2.034, -0.563], [-3.849, 0.805, 1.157], [2.492, -1.506, -5.368], [-5.392, 4.227, 1.670], [2.279, 1.591, -0.844], [4.527, 5.967, -4.234], [2.761, -0.186, 7.525], [-4.036, 3.836, -0.506], [2.406, 5.581, 0.415], [2.985, 0.266, 4.271], [-6.393, 3.411, 0.365], [-7.137, -3.675, 0.226], [0.792, -2.245, 1.311], [-1.018, -2.792, -1.032], [-3.451, -4.252, 1.149], [-2.489, 5.819, -1.079], [8.107, -3.194, -0.168], [1.840, 0.976, 2.919], [3.818, 5.033, -1.305], [0.673, 2.545, -3.467], [3.689, 3.251, -0.810], [-0.275, -1.700, 4.130], [2.461, -1.324, -2.284], [1.438, 2.898, 1.147], [2.234, 0.864, -2.520], [3.563, 0.480, 2.536], [6.983, -2.271, -0.619], [5.183, 4.897, -3.374], [-6.354, -2.583, -0.491], [4.879, -2.254, 0.614], [2.942, -1.756, 2.109], [-1.065, -0.458, 3.027], [1.774, -3.356, -0.567], [-0.388, 2.373, -0.132], [1.942, -4.131, -3.862], [3.742, -1.641, -0.195], [1.052, -1.831, -3.477], [-2.476, 1.207, 2.326], [-9.151, -0.455, -0.931], [2.398, -2.931, -5.888], [0.977, 4.664, -0.304], [2.180, -2.000, 3.758], [-1.178, -3.134, 1.540], [2.037, -1.207, 6.660], [3.369, -4.177, 3.712], [-8.496, -1.526, -0.070], [2.167, 4.728, -3.149], [0.318, 3.365, -1.866], [-4.588, -1.821, -3.027], [2.543, -4.416, 2.457], [-1.761, -3.348, 3.273], [-3.765, -1.590, -1.766], [3.186, 3.167, -3.168], [-5.788, 2.436, 1.814], [3.113, 3.210, 1.274], [2.282, -5.475, -2.382]], "forces_ev_per_a": [[0.04, 0.20, -0.28], [0.18, 0.11, 0.18], [4.12, 1.77, 2.43], [0.05, -0.13, -0.34], [2.37, 3.02, 2.16], [0.12, 0.02, -0.15], [-0.31, 0.20, -0.20], [0.11, -0.13, -0.53], [-0.05, -0.69, 0.03], [-0.10, -0.31, 0.15], [0.14, 0.05, -3.82], [0.05, -0.09, 0.11], [-0.18, -0.11, 0.18], [-0.05, 0.14, -0.27], [-0.34, -1.39, -0.27], [-0.85, 0.18, -1.08], [-3.04, -1.98, 1.34], [-0.45, 0.81, -1.60], [0.24, -0.17, -0.42], [-2.50, -0.08, 1.59], [-0.41, 0.19, -0.07], [0.86, -0.63, 0.04], [-1.86, -2.41, 0.70], [0.50, -2.22, -2.82], [-0.05, 0.49, -0.40], [-0.24, 0.14, 0.06], [1.69, -1.97, -1.94], [1.75, -0.57, 2.24], [0.75, 0.64, -0.40], [-1.55, -1.17, -0.13], [-0.86, 1.09, -0.79], [3.25, 1.86, -2.00], [1.88, 1.07, -0.17], [-0.54, -0.56, 0.17], [-5.60, 0.68, 1.72], [1.08, -0.23, 0.25], [0.37, -2.33, 2.02], [-0.53, 3.55, 1.34], [1.21, 0.87, 0.55], [0.06, -0.02, 0.15], [0.12, 0.13, -0.05], [-0.14, -1.42, 1.10], [0.26, 1.19, 1.22], [1.89, 0.26, 0.01], [0.16, -0.10, -0.09], [0.22, -1.53, -1.03], [-1.29, -0.13, -1.37], [0.07, 0.09, 0.14], [0.06, 0.00, -0.14], [-0.13, -1.52, 1.09], [-0.75, -1.54, -0.77], [-0.76, 0.08, -1.53], [1.40, -0.37, 1.01], [-0.06, 0.03, -0.12], [-0.35, 1.19, 1.36], [0.65, 1.82, -0.10], [-0.20, -0.18, 0.12], [0.00, 0.16, -0.08], [-0.13, -0.04, 0.12], [1.08, -1.17, 0.74], [-1.07, -1.31, -0.12], [0.80, 0.41, 1.66], [-0.77, 1.45, -0.48], [-0.27, 0.03, -1.67], [-1.87, -0.01, -0.44], [0.95, 0.29, 0.21], [-1.52, 0.48, 1.33], [-1.46, -0.65, 0.95], [0.09, -0.04, 0.12], [0.02, 0.16, 0.03], [-0.10, -0.08, 0.03], [0.06, 0.07, 0.17], [-1.51, 0.79, 1.39], [0.66, -1.63, 0.24], [-0.88, 0.16, -2.81], [0.02, -2.11, -0.71], [1.93, -0.51, 1.41], [0.12, -0.02, 0.11], [0.39, 0.52, 1.53], [-0.28, 0.18, -1.45], [-0.04, -0.03, 0.17], [0.17, 0.04, 0.01], [1.48, -0.26, 0.37], [-0.35, 1.25, -1.47], [-0.84, 0.99, 1.16], [0.11, 0.10, -0.02], [0.12, 0.02, -0.13], [-0.03, -0.03, -0.07], [-0.01, -1.55, 0.73], [1.00, -1.08, -0.57], [0.10, 0.10, -0.03], [0.15, -0.01, 0.06], [-0.17, 1.17, -1.59], [-0.22, 0.00, -0.17], [-1.19, 1.16, 0.72], [0.55, 0.92, -1.12], [-0.78, 0.10, -0.07], [1.21, 2.08, -0.88]], "mulliken_charge": [-0.625, -0.686, -0.573, -0.624, -0.467, -0.649, -0.617, -0.619, -0.600, -0.627, -0.400, -0.631, -0.601, -0.607, -0.354, -0.499, 0.481, -0.362, -0.830, 0.921, -1.014, -0.812, -0.606, 0.203, -0.186, -0.563, -0.050, -0.393, 0.197, -0.258, 0.113, 0.973, -0.590, -0.403, -0.657, 1.415, -0.734, -0.586, -0.369, 0.318, 0.320, -0.781, 0.273, 0.427, 0.300, 0.278, 0.059, 0.312, 0.302, -0.023, 0.311, 0.214, 0.349, 0.318, -0.471, 0.383, 0.337, 0.325, 0.299, 0.149, 0.345, 0.390, 0.270, 0.509, 0.278, 0.126, 0.307, 0.187, 0.299, 0.318, 0.390, 0.301, -0.150, -0.177, 0.141, 0.620, 0.211, 0.259, 0.365, 0.142, 0.310, 0.334, 0.144, 0.249, 0.267, 0.299, 0.296, 0.364, 0.254, 0.161, 0.298, 0.291, 0.393, 0.294, 0.248, 0.284, 0.276, 0.393], "homo_ev": -11.4, "total_charge": 1, "lumo_ev": -4.64, "gap_ha": 0.248, "spin_multiplicity": 1, "e_tot_ev": -57446.161}